C20H37Br2O16Zr as an isolated structure in a non-equilibrium geometry. Source: the Open Molecules 2025 dataset; level of theory: wB97M-V/def2-TZVPD.

The value obtained for the energy is -195433.833 eV. As for the total charge: +3. For the HOMO energy, the calculation gives -16.167 eV. The value obtained for the LUMO energy is -14.235 eV.

```
76
Properties=species:S:1:pos:R:3:forces:R:3
Zr -17.712106 -10.085754 -17.127586 -1.757 -2.270 -10.095
C -20.438616 -10.143091 -19.082090 -1.551 0.382 0.023
O -19.171055 -9.869960 -18.493255 3.890 -0.475 5.058
H -20.631013 -11.211937 -19.196944 0.447 -0.059 -0.108
H -21.220767 -9.754700 -18.414264 0.103 -0.006 0.024
H -20.544962 -9.602243 -20.024373 0.399 -0.147 -0.095
C -22.586990 -13.054354 -18.314091 0.108 0.537 0.614
C -23.247530 -13.366454 -19.627368 -0.092 -0.301 -1.324
C -23.439327 -14.860407 -19.996967 0.496 0.188 2.077
O -24.816507 -14.993583 -20.281092 0.415 -0.037 -0.502
C -25.426029 -13.795353 -20.158598 0.908 -0.438 0.588
O -26.520542 -13.550841 -20.465983 -1.628 0.299 -0.427
O -24.596319 -12.905915 -19.548764 0.565 0.394 -0.189
H -21.519815 -13.262513 -18.206119 0.077 -0.522 -0.466
H -23.102324 -13.571312 -17.502862 0.005 0.006 -0.017
H -22.665425 -11.981334 -18.115159 -0.391 -0.011 -0.011
H -22.761568 -12.899026 -20.493540 0.043 0.458 0.263
H -23.191052 -15.350776 -19.045485 -0.315 -0.734 -0.384
H -22.797976 -15.257856 -20.777745 -0.211 0.177 -0.268
C -20.789322 -8.139337 -23.474858 -0.325 -0.954 0.440
C -21.217857 -9.561694 -23.823910 0.414 0.472 -0.944
C -20.235038 -10.271686 -24.756193 0.350 1.096 -0.519
O -19.893956 -11.494352 -24.103696 0.198 0.062 0.480
C -20.404714 -11.493446 -22.865531 -1.413 0.022 -1.287
O -20.309856 -12.390229 -22.080409 0.662 0.143 0.639
O -21.201267 -10.416856 -22.671996 0.229 0.015 0.632
H -20.838201 -7.504064 -24.356227 -0.076 0.075 0.039
H -19.767261 -8.146437 -23.085840 0.019 0.122 0.008
H -21.490019 -7.809219 -22.706594 0.156 0.499 -0.052
H -22.203466 -9.506190 -24.288137 -0.210 -0.423 0.475
H -19.356693 -9.627984 -24.865212 0.270 -0.396 0.080
H -20.609135 -10.417739 -25.766120 -0.158 -0.531 0.147
Br -21.506752 -5.770189 -20.168838 0.297 -0.334 -0.163
C -19.670781 -6.455093 -20.297276 -0.510 0.086 0.181
C -18.841035 -5.430665 -21.042228 0.099 -0.445 0.823
Br -17.063859 -6.175263 -21.427247 -0.163 -0.104 0.162
H -19.659596 -7.458079 -20.717628 -0.223 0.118 -0.362
H -19.382287 -6.534558 -19.251243 0.337 0.088 -0.038
H -18.703362 -4.624208 -20.329807 0.220 0.422 -0.486
H -19.258129 -5.104513 -21.985523 -0.047 -0.001 -0.019
C -18.803643 -13.673864 -19.833307 -0.078 1.300 -0.033
O -17.401161 -13.896603 -19.522821 -1.168 -0.468 0.099
C -16.789060 -13.128841 -18.710277 1.338 -1.655 -1.328
O -17.290107 -12.141147 -18.128143 -1.475 3.134 2.615
O -15.549624 -13.401076 -18.591478 0.742 1.058 1.019
C -14.941987 -14.635428 -19.034514 -0.138 -1.904 -0.262
H -19.039153 -14.233300 -20.727197 0.065 -0.126 0.037
H -18.851031 -12.603151 -20.026742 -0.434 -0.160 -0.403
H -19.467371 -13.871440 -18.997204 0.233 -0.536 0.134
H -14.334295 -14.548214 -19.930326 0.168 0.783 0.199
H -15.674395 -15.400960 -19.287081 -0.363 0.335 0.135
H -14.394814 -15.037797 -18.188412 0.316 0.413 -0.015
C -26.941327 -10.949383 -18.004331 -0.401 -0.113 1.666
O -26.408066 -10.018593 -18.938728 -0.048 -0.138 -0.439
C -25.108031 -9.853315 -18.969570 -0.019 0.247 0.753
O -24.327042 -10.117910 -18.080801 0.498 -0.327 -0.321
O -24.793078 -9.230166 -20.102906 -0.593 -0.296 -1.275
C -23.475647 -9.250186 -20.590906 0.895 0.377 1.574
H -26.557401 -11.954734 -18.147629 -0.089 0.046 -0.406
H -28.025128 -10.902641 -18.035668 0.024 -0.108 -0.767
H -26.751366 -10.686639 -16.957940 0.551 0.318 -0.233
H -23.428144 -8.790985 -21.570613 -0.373 0.054 -0.029
H -22.994732 -10.233152 -20.620986 -0.549 -0.262 -0.119
H -22.890633 -8.660348 -19.868560 0.252 0.155 -0.402
C -17.329355 -10.345379 -21.493933 -0.816 -1.379 -1.328
O -16.051296 -9.816703 -21.138221 -0.526 0.163 0.329
C -15.801609 -9.373256 -19.959196 0.988 0.184 -1.565
O -16.451730 -9.708851 -18.935392 -1.628 0.136 3.603
O -14.751572 -8.640840 -19.967103 -0.451 0.054 0.757
C -14.233374 -8.134480 -18.736369 1.694 0.549 0.999
H -17.155923 -11.150590 -22.213195 0.391 0.075 0.135
H -17.922171 -9.636117 -22.072954 0.218 0.510 0.516
H -17.907990 -10.818601 -20.702000 0.268 0.507 0.427
H -13.289524 -7.659388 -18.997262 -0.147 0.105 -0.244
H -13.923764 -8.903398 -18.023811 -0.414 -0.408 -0.297
H -14.818352 -7.373776 -18.219304 -0.570 -0.091 -0.530
```
Positions in Å, forces in eV/Å.